(1)
The following is a DFT calculation (ωB97M-V with the def2-TZVPD basis set) of a molecular structure, C29H46N5P2PdSi.

```
84
C29H46N5P2PdSi (ωB97M-V with the def2-TZVPD basis set)
Pd 0.294 -0.698 1.623
C 2.161 -2.026 4.401
C 3.039 -1.160 3.541
C 4.374 -0.990 3.874
C 5.171 -0.242 2.999
C 4.634 0.271 1.856
C 3.247 0.070 1.538
N 2.479 -0.639 2.445
N 2.652 0.502 0.444
Si 3.170 1.457 -0.846
C 3.320 3.293 -0.383
C 4.828 0.987 -1.650
C 1.922 1.312 -2.259
H 2.164 -3.048 4.010
H 1.135 -1.669 4.384
H 2.523 -2.058 5.430
H 4.771 -1.429 4.780
H 6.220 -0.074 3.225
H 5.243 0.841 1.167
H 4.060 3.416 0.413
H 2.375 3.694 -0.015
H 3.641 3.897 -1.237
H 5.689 1.296 -1.054
H 4.919 1.458 -2.633
H 4.894 -0.095 -1.789
H 0.908 1.577 -1.954
H 1.888 0.284 -2.630
H 2.203 1.960 -3.096
C -4.088 1.207 0.080
P -2.356 0.748 0.586
C -1.742 0.427 -1.155
N -2.132 1.260 -2.078
C -1.730 1.036 -3.364
C -2.085 1.953 -4.375
C -1.688 1.733 -5.666
C -0.928 0.589 -5.992
C -0.576 -0.310 -5.022
C -0.973 -0.096 -3.686
N -0.610 -0.992 -2.722
C -0.944 -0.746 -1.484
P -0.250 -1.824 -0.123
C 1.150 -2.567 -1.048
C -1.500 -3.240 -0.157
C -1.615 -3.948 -1.504
C -2.868 -2.690 0.241
C -1.055 -4.238 0.914
C -1.674 2.449 1.002
C -2.155 3.577 0.089
C -2.162 2.731 2.432
C -0.153 2.449 1.007
H -4.140 1.879 -0.775
H -4.595 1.659 0.935
H -4.617 0.283 -0.167
H -2.667 2.822 -4.091
H -1.953 2.436 -6.445
H -0.618 0.431 -7.017
H 0.015 -1.191 -5.238
H 0.915 -2.870 -2.066
H 1.521 -3.416 -0.470
H 1.937 -1.810 -1.052
H -1.878 -3.254 -2.305
H -2.393 -4.719 -1.453
H -0.683 -4.440 -1.783
H -3.272 -2.020 -0.524
H -2.801 -2.132 1.175
H -3.579 -3.515 0.366
H -0.082 -4.675 0.678
H -1.780 -5.057 0.985
H -0.972 -3.750 1.887
H -3.239 3.702 0.116
H -1.860 3.416 -0.946
H -1.709 4.515 0.435
H -3.254 2.721 2.506
H -1.824 3.725 2.739
H -1.754 2.006 3.139
H 0.258 2.222 0.024
H 0.302 1.749 1.709
H 0.179 3.454 1.291
C -3.356 -1.083 3.588
C -1.952 -0.760 3.751
N -0.832 -0.525 3.859
H -3.961 -0.613 4.362
H -3.485 -2.164 3.628
H -3.659 -0.724 2.601
```

The highest occupied orbital energy is -3.1 eV. As for the multiplicity: 1. The value obtained for the energy above the lowest of the compared OMol25 structures with the same formula, charge and spin is 0.000 eV. For the calculated total energy, the calculation gives -2506.6319 Eh. As for the total charge: -1.

(2)
The following is a DFT calculation (ωB97M-V with the def2-TZVPD basis set) of a molecular structure, C29H46P2Sc at a distorted geometry.

```
78
C29H46P2Sc (ωB97M-V with the def2-TZVPD basis set)
Sc 1.434 0.067 -1.427
C 0.057 -0.366 0.535
C 0.211 -1.577 -0.235
C 2.276 -1.022 0.691
C 1.320 -0.072 1.146
C 1.584 -1.989 -0.114
C -1.195 0.384 0.813
H -2.078 -0.153 0.446
H -1.200 1.381 0.341
H -1.317 0.554 1.893
C 1.554 0.982 2.164
H 0.700 1.049 2.850
H 1.686 1.966 1.706
H 2.462 0.767 2.739
C 3.715 -1.096 1.058
H 3.953 -0.398 1.866
H 4.386 -0.871 0.214
H 3.956 -2.111 1.396
C 2.142 -3.304 -0.532
H 1.926 -4.061 0.240
H 3.234 -3.265 -0.644
H 1.704 -3.667 -1.470
C -0.843 -2.383 -0.904
H -0.941 -3.371 -0.426
H -0.607 -2.567 -1.963
H -1.819 -1.893 -0.862
C -4.226 2.571 -2.809
C -5.044 2.528 -3.865
C -4.843 1.787 -5.148
C -3.392 1.360 -5.505
C -2.965 0.025 -4.985
C -2.987 -0.448 -3.725
C -3.014 0.336 -2.469
C -2.920 1.870 -2.638
H -5.209 2.430 -5.965
H -2.667 2.149 -5.254
H -5.493 0.890 -5.173
H -2.206 2.085 -3.442
H -4.488 3.202 -1.949
H -5.997 3.063 -3.822
H -2.461 2.263 -1.713
H -3.899 0.036 -1.874
H -3.050 -1.532 -3.568
H -2.149 0.026 -1.835
H -3.369 1.313 -6.608
H -2.653 -0.656 -5.792
P 1.002 1.149 -3.568
C 0.814 2.953 -3.793
C 0.456 0.772 -5.277
P 2.885 -1.059 -2.978
C 2.795 0.582 -3.869
C 1.843 -2.132 -4.088
C 4.531 -1.737 -3.299
H 0.995 3.496 -2.864
H -0.219 3.143 -4.113
H 1.499 3.308 -4.574
H 1.042 1.413 -5.958
H -0.612 1.002 -5.397
H 0.625 -0.271 -5.562
H 5.147 -1.056 -3.907
H 4.461 -2.702 -3.827
H 5.030 -1.915 -2.330
H 3.503 1.323 -3.478
H 2.949 0.388 -4.945
H 1.810 -3.139 -3.639
H 2.313 -2.192 -5.086
H 0.805 -1.778 -4.199
C 3.463 4.229 0.736
C 4.286 3.120 0.508
C 3.818 2.044 -0.282
C 2.516 2.052 -0.755
C 1.689 3.145 -0.516
C 2.172 4.252 0.208
H 3.840 5.083 1.312
H 5.299 3.079 0.934
H 4.501 1.209 -0.482
H 0.653 3.167 -0.873
H 1.526 5.127 0.354
```

The highest occupied orbital energy is -10.7 eV. As for the multiplicity: 1. The value obtained for the energy above the lowest of the compared OMol25 structures with the same formula, charge and spin is 0.507 eV. For the calculated total energy, the calculation gives -2575.7835 Eh. As for the total charge: +1.

(3)
The following is a DFT calculation (ωB97M-V with the def2-TZVPD basis set) of 3 unconnected molecules or ions with the total composition C29H47BrN4O4S at a distorted geometry.

```
86
C29H47BrN4O4S (ωB97M-V with the def2-TZVPD basis set)
C -2.110 -7.617 0.671
C -3.670 -7.434 0.343
Br -4.131 -8.169 -1.479
C -4.238 -5.935 0.572
C -3.072 -4.852 0.801
C -2.091 -4.305 -0.314
C -2.276 -4.849 -1.805
C -1.448 -4.003 -2.907
O -0.755 -4.587 -3.797
O -1.541 -2.579 -2.902
C -0.989 -3.299 0.066
C -0.744 -2.731 1.545
C -1.750 -3.242 2.672
N -1.687 -2.836 4.081
S -3.017 -3.767 4.727
N -3.695 -4.653 3.423
C -2.897 -4.301 2.270
H -1.410 -6.909 0.108
H -1.864 -7.525 1.797
H -1.826 -8.688 0.325
H -4.237 -8.126 1.081
H -4.871 -5.976 1.544
H -4.993 -5.616 -0.249
H -2.088 -5.986 -1.916
H -3.395 -4.685 -2.078
H -0.654 -2.156 -2.767
H -0.283 -2.921 -0.744
H 0.108 -2.006 1.781
C -0.019 2.243 -5.496
C -0.135 1.612 -4.079
C -0.513 2.663 -2.996
C 0.632 3.440 -2.353
C 1.805 2.530 -2.010
C 2.257 1.704 -3.230
N 1.136 0.883 -3.794
O 0.863 -0.115 -2.902
C 2.839 2.682 -4.280
C 3.470 0.821 -2.846
C -1.380 0.688 -4.206
H 0.999 2.268 -5.888
H -0.562 1.655 -6.246
H -0.411 3.261 -5.527
H -1.033 2.151 -2.175
H -1.238 3.375 -3.401
H 0.951 4.250 -3.016
H 0.273 3.926 -1.440
H 2.635 3.141 -1.636
H 1.522 1.873 -1.179
H 3.189 2.145 -5.163
H 3.698 3.222 -3.868
H 2.138 3.453 -4.604
H 3.260 0.158 -2.002
H 4.322 1.440 -2.547
H 3.792 0.208 -3.693
H -1.194 -0.144 -4.894
H -2.238 1.248 -4.592
H -1.690 0.269 -3.245
C -0.686 1.848 3.674
C 0.566 1.898 2.752
C 1.788 1.167 3.377
C 2.676 1.978 4.315
C 2.951 3.371 3.762
C 1.646 4.103 3.397
N 0.828 3.327 2.410
O 1.480 3.363 1.211
C 0.865 4.370 4.708
C 1.970 5.524 2.873
C 0.141 1.021 1.537
H -0.964 2.814 4.096
H -1.584 1.548 3.122
H -0.559 1.149 4.503
H 2.441 0.815 2.567
H 1.458 0.263 3.899
H 2.216 2.038 5.306
H 3.626 1.453 4.460
H 3.515 3.948 4.505
H 3.608 3.290 2.888
H -0.066 4.903 4.506
H 1.456 4.996 5.386
H 0.629 3.468 5.273
H 2.646 5.513 2.013
H 2.464 6.120 3.646
H 1.056 6.053 2.585
H -0.672 1.487 0.971
H -0.212 0.043 1.876
H 0.968 0.832 0.845
```

The highest occupied orbital energy is -8.5 eV. As for the multiplicity: 3. For the calculated total energy, the calculation gives -4625.0179 Eh.

(4)
The following is a DFT calculation (ωB97M-V with the def2-TZVPD basis set) of a molecular structure, C29H47GeIrN6O2.

```
86
C29H47GeIrN6O2 (ωB97M-V with the def2-TZVPD basis set)
Ir 0.515 -0.077 0.322
C 2.190 1.857 3.494
C 2.196 2.503 2.106
C 0.816 2.827 1.550
N -0.024 1.745 1.032
C -1.330 2.047 0.859
C -1.908 3.258 1.225
C -3.291 3.569 1.347
C -4.390 2.752 1.297
C -4.438 1.402 0.909
C -3.411 0.703 0.271
C -2.091 1.022 0.121
N -1.218 0.335 -0.847
C -0.902 1.321 -1.929
C 0.340 0.981 -2.727
C 1.635 1.420 -2.069
N 1.944 0.651 -0.875
C 3.198 0.462 -0.508
C 4.280 1.120 -1.150
C 5.636 0.892 -1.095
C 6.367 -0.026 -0.345
C 5.858 -0.822 0.655
C 4.560 -0.906 1.153
C 3.362 -0.314 0.735
N 2.217 -0.426 1.424
C 2.227 -0.621 2.870
C 1.497 0.503 3.612
H 1.687 2.550 4.175
H 3.219 1.769 3.857
H 2.795 1.946 1.395
H 2.698 3.469 2.208
H 0.925 3.593 0.768
H 0.268 3.309 2.366
H -1.252 4.058 1.530
H -3.488 4.599 1.622
H -5.338 3.205 1.565
H -5.397 0.902 0.964
H -3.733 -0.220 -0.198
H -0.781 2.299 -1.463
H -1.777 1.378 -2.575
H 0.273 1.502 -3.684
H 0.389 -0.086 -2.959
H 1.575 2.487 -1.816
H 2.436 1.299 -2.799
H 3.995 1.936 -1.798
H 6.221 1.531 -1.747
H 7.432 -0.079 -0.530
H 6.574 -1.456 1.165
H 4.461 -1.570 2.003
H 3.255 -0.636 3.235
H 1.799 -1.601 3.149
H 1.454 0.217 4.667
H 0.468 0.600 3.266
C -1.717 -3.256 1.725
C -1.961 -1.786 1.981
O -0.736 -1.020 1.864
H -2.659 -3.803 1.780
H -1.045 -3.679 2.475
H -1.278 -3.418 0.739
H -2.358 -1.615 2.982
H -2.649 -1.347 1.271
H -0.104 -1.366 2.505
N 1.475 -3.977 -1.448
C 1.466 -3.047 -0.475
N 2.188 -3.289 0.639
O 0.766 -2.024 -0.610
H 1.925 -4.867 -1.337
H 0.884 -3.829 -2.246
H 2.891 -4.008 0.639
H 2.357 -2.476 1.212
C -4.158 0.882 -3.160
Ge -3.382 -0.854 -2.716
C -2.702 -1.715 -4.337
C -4.732 -2.035 -1.924
C -1.791 -0.878 -1.481
H -5.074 0.705 -3.725
H -3.495 1.480 -3.785
H -4.409 1.453 -2.267
H -3.518 -1.963 -5.016
H -2.183 -2.642 -4.086
H -2.006 -1.064 -4.868
H -5.699 -1.850 -2.392
H -4.854 -1.901 -0.848
H -4.464 -3.076 -2.107
H -0.991 -1.302 -2.082
H -1.980 -1.616 -0.702
```

The highest occupied orbital energy (spin up / spin down) is -7.8 / -9.5 eV. As for the multiplicity: 2. The value obtained for the energy above the lowest of the compared OMol25 structures with the same formula, charge and spin is 0.000 eV. For the calculated total energy, the calculation gives -3793.2792 Eh. As for the total charge: +1.

(5)
The following is a DFT calculation (ωB97M-V with the def2-TZVPD basis set) of a molecular structure, C29H47N2O2P2V at a distorted geometry.

```
83
C29H47N2O2P2V (ωB97M-V with the def2-TZVPD basis set)
C 4.129 -1.231 0.243
C 2.962 -0.427 0.092
N 1.739 -0.939 0.530
C 1.672 -2.144 1.146
C 2.822 -2.895 1.393
C 4.067 -2.425 0.945
C 2.997 0.903 -0.365
P 1.610 2.033 -0.188
V 0.190 0.416 0.682
P -1.033 -1.691 0.751
C 0.313 -2.559 1.673
C -1.945 1.237 -0.846
C -2.191 2.615 -0.809
C -3.517 3.071 -0.912
C -4.560 2.201 -1.247
C -4.270 0.843 -1.397
C -2.974 0.363 -1.191
O 2.538 -0.075 -3.549
O 0.013 -0.472 -2.287
H 5.065 -0.836 -0.169
H 2.710 -3.821 1.962
H 4.962 -3.035 1.100
C 2.480 3.351 0.788
C 1.273 2.876 -1.806
H 0.174 -3.647 1.578
H 0.246 -2.309 2.752
H 3.152 0.396 -2.969
H 3.848 1.165 -0.992
C -2.472 -1.958 1.811
C -1.258 -2.868 -0.617
H -1.375 3.328 -0.699
H -3.722 4.119 -0.728
H -5.584 2.568 -1.381
H -5.055 0.140 -1.676
H -2.769 -0.712 -1.269
H 0.329 -0.038 -1.032
H -0.434 0.324 -2.675
H 0.885 -0.547 -2.704
H 2.942 -0.955 -3.611
H -0.866 0.796 -0.668
H 3.441 3.590 0.300
H 1.872 4.264 0.872
H 2.690 2.966 1.799
H 2.213 3.262 -2.227
H 0.806 2.206 -2.548
H 0.578 3.714 -1.623
H -1.236 -3.890 -0.227
H -2.213 -2.699 -1.121
H -0.459 -2.762 -1.357
H -2.767 -3.013 1.836
H -2.276 -1.622 2.834
H -3.307 -1.368 1.421
C -0.230 -2.122 6.430
C 0.535 -1.377 5.360
C 1.932 -1.491 5.285
C 2.686 -0.773 4.355
C 4.177 -0.910 4.323
C 2.026 0.107 3.498
C 0.616 0.223 3.518
C -0.121 -0.527 4.470
N -0.026 1.025 2.554
C -0.918 2.130 3.031
C -2.363 1.760 2.736
C -0.724 2.420 4.522
C -0.589 3.414 2.290
H 0.031 -3.194 6.431
H 0.008 -1.729 7.435
H -1.316 -2.021 6.272
H 2.447 -2.151 5.990
H 4.648 -0.423 5.187
H 4.475 -1.964 4.351
H 4.599 -0.465 3.420
H 2.585 0.737 2.805
H -1.218 -0.450 4.499
H -2.647 0.820 3.221
H -3.022 2.552 3.112
H -2.528 1.657 1.656
H 0.331 2.623 4.746
H -1.299 3.312 4.801
H -1.072 1.600 5.156
H -1.185 4.238 2.705
H -0.825 3.335 1.224
H 0.466 3.671 2.413
```

The highest occupied orbital energy (spin up / spin down) is -9.4 / -9.4 eV. As for the multiplicity: 2. The value obtained for the energy above the lowest of the compared OMol25 structures with the same formula, charge and spin is 0.000 eV. For the calculated total energy, the calculation gives -3019.6401 Eh. As for the total charge: +1.